[1]
A 5-piece molecular cluster, C37H67B2N3O14PS overall. Source: OMol25; level of theory: the ωB97M-V functional and the def2-TZVPD basis.

Last column: Mulliken charge in e.
Cartesian coordinates (Å):
C  5.59394  0.06306  -3.05315  -1.00
B  4.38030  0.86371  -2.30552  0.88
O  4.76884  2.02712  -1.54894  -0.72
B  2.80897  0.24506  -2.44058  0.16
C  2.18729  -0.02219  -0.93203  -0.84
C  1.93330  1.34390  -0.14704  1.76
C  0.53453  1.37846  0.59673  0.19
C  -0.14079  2.77426  0.27363  -0.35
N  -1.39418  3.00287  1.07187  0.03
C  -1.93702  4.32606  0.85246  0.52
C  -2.52602  4.60843  -0.59215  -0.89
O  -1.97584  5.19746  1.68954  -0.56
O  1.74962  1.07880  -3.09528  -0.70
C  1.09721  0.25193  -4.01063  1.30
C  -0.47906  0.21018  -4.01666  -0.27
C  -1.15427  1.60157  -3.70186  -0.44
C  -2.64385  1.29429  -3.17322  0.17
N  -3.15766  0.15721  -3.96144  0.10
C  -4.16984  -0.63558  -3.25001  -0.87
C  -3.54301  -1.52773  -2.11671  0.20
C  -3.34113  -1.03396  -0.74918  -0.29
C  -2.72864  -1.79416  0.32943  -0.79
C  -2.28460  -3.15174  0.02441  -0.53
C  -2.49141  -3.72234  -1.29822  -0.73
C  -3.12083  -2.90781  -2.36055  1.02
O  -3.28707  -3.51547  -3.60137  -0.25
N  1.44498  0.77300  -5.41098  -0.73
C  1.66483  1.97001  -5.37484  0.18
S  2.00592  3.53646  -5.54794  -0.41
C  1.76893  -1.22297  -4.01913  1.33
C  1.15991  -2.37316  -3.09023  -1.17
P  1.87988  -1.95819  -5.75135  0.36
O  3.12252  -1.52310  -6.50366  -0.72
O  2.99641  -0.91552  -3.34615  -0.58
H  6.58989  0.55120  -2.86526  0.18
H  5.43050  -0.02190  -4.15872  0.27
H  5.68077  -0.99429  -2.65841  0.28
H  5.12571  1.66216  -0.71358  0.17
H  2.92623  -0.67018  -0.36612  0.23
H  1.20277  -0.58332  -0.93320  -0.12
H  2.07181  2.24505  -0.80293  0.43
H  2.72465  1.43192  0.66607  -1.74
H  -0.14394  0.58831  0.16767  -0.11
H  0.61862  1.29052  1.71830  0.25
H  0.57145  3.63727  0.39519  0.37
H  -0.44486  2.77742  -0.81051  -0.37
H  -2.04167  2.27786  0.73538  0.22
H  -3.35804  3.89682  -0.83092  0.21
H  -2.82310  5.67754  -0.71518  0.36
H  -1.70489  4.41457  -1.33737  0.26
H  -0.79845  -0.17439  -5.01747  0.26
H  -0.77547  -0.48263  -3.17600  -0.35
H  -1.18495  2.30467  -4.57388  0.22
H  -0.55698  2.06414  -2.87030  -0.19
H  -2.52855  1.08722  -2.08108  -0.52
H  -3.24819  2.23918  -3.27591  0.47
H  -3.53155  0.55482  -4.82380  0.31
H  -4.57532  -1.37546  -4.00189  -0.03
H  -5.06418  -0.05738  -2.88398  0.30
H  -3.69477  0.01364  -0.56069  0.40
H  -2.61510  -1.28832  1.31243  0.39
H  -1.78561  -3.71834  0.84349  0.32
H  -2.16344  -4.77036  -1.47206  0.27
H  -2.71169  -4.29909  -3.57760  0.27
H  0.71543  -3.16628  -3.76607  0.51
H  2.02785  -2.79031  -2.50832  0.16
H  0.42727  -2.01025  -2.32407  0.00
H  1.94144  -3.39319  -5.71866  0.07
H  0.68134  -1.59348  -6.45769  -0.01
O  -5.34174  -2.17720  -6.23138  -0.53
C  -5.43548  -3.32660  -6.57154  0.63
O  -6.50443  -3.72929  -7.28945  -0.38
C  -6.60746  -5.00654  -7.92557  -0.40
C  -7.16236  -6.04883  -6.97643  -0.93
C  -4.42722  -4.35632  -6.13121  -0.65
H  -5.65252  -5.30707  -8.36172  0.37
H  -7.29869  -4.87445  -8.75907  0.29
H  -6.50189  -6.20566  -6.12228  0.26
H  -7.29755  -7.00293  -7.48911  0.35
H  -8.12577  -5.72451  -6.57774  0.29
H  -4.73010  -4.76589  -5.16814  0.17
H  -3.46131  -3.86760  -6.02154  0.13
H  -4.28363  -5.16131  -6.85050  0.41
O  4.43211  0.78131  1.13195  -0.57
C  4.86487  1.55916  1.94277  0.78
O  6.19343  1.76214  2.03590  -0.37
C  6.79303  2.81207  2.80072  -0.41
C  7.00630  2.38888  4.23986  -0.99
C  3.95330  2.24618  2.92661  -0.72
H  6.21730  3.73635  2.71922  0.35
H  7.75990  3.00994  2.33655  0.34
H  6.06031  2.17373  4.73941  0.26
H  7.52231  3.17183  4.79854  0.36
H  7.60294  1.47536  4.28242  0.30
H  3.83448  1.61479  3.80802  0.24
H  2.98060  2.38586  2.45504  0.01
H  4.29637  3.23576  3.22196  0.33
O  -0.13312  1.86988  7.98895  -0.54
C  -0.75694  2.58492  7.24301  0.87
O  -1.30852  2.07574  6.13320  -0.41
C  -2.24450  2.78219  5.30144  -0.68
C  -1.53393  3.62364  4.26311  -0.38
C  -0.84953  4.06900  7.48596  -1.15
H  -2.94207  3.36696  5.90594  0.40
H  -2.83867  2.01763  4.79920  0.34
H  -0.92051  4.39913  4.72706  0.22
H  -2.24977  4.10239  3.60015  0.20
H  -0.86448  3.00451  3.66539  0.13
H  0.00185  4.56329  7.01749  0.26
H  -0.81603  4.24427  8.56081  0.34
H  -1.77722  4.51225  7.13081  0.35
O  4.07741  -3.37757  9.96768  -0.58
C  3.30499  -2.83767  9.21703  0.72
O  2.70166  -1.69408  9.58221  -0.36
C  1.94297  -0.86305  8.68951  -0.34
C  0.49984  -1.31067  8.61561  -0.75
C  2.92517  -3.47211  7.90340  -0.88
H  2.41367  -0.81133  7.70551  0.34
H  1.98495  0.14424  9.10396  0.25
H  0.41180  -2.32123  8.21104  0.29
H  -0.07848  -0.63394  7.98658  0.19
H  0.05603  -1.32887  9.61339  0.27
H  2.08100  -4.14422  8.05989  0.23
H  3.77599  -4.04767  7.54084  0.30
H  2.68647  -2.75219  7.12345  0.31

- total charge = -1

[2]
A 5-piece molecular cluster, C37H67BNO13S4 overall. Source: OMol25; level of theory: the ωB97M-V functional and the def2-TZVPD basis.

Last column: Mulliken charge in e.
Cartesian coordinates (Å):
C  -0.98817  -3.98222  -0.94790  -0.95
C  -0.42880  -2.75594  -1.05385  0.32
C  1.06871  -2.59684  -0.81260  -0.08
O  1.20796  -3.13951  0.48707  -0.47
B  2.44523  -2.55259  1.02811  0.98
C  2.71036  -2.59555  2.61925  -0.95
C  4.22265  -2.33036  2.86395  -0.28
C  4.43958  -1.47300  4.13751  -0.32
C  5.85330  -0.87395  4.11651  -0.58
C  6.19985  -0.12298  5.42613  -0.58
O  5.04855  0.26944  6.18491  -0.39
C  4.47764  1.39840  5.71976  0.82
C  3.33865  1.93780  6.56388  -1.00
O  4.83044  1.98061  4.71003  -0.55
O  2.45436  -1.19457  0.37591  -0.61
C  1.68688  -1.09745  -0.72614  0.94
C  0.62748  0.01203  -0.73572  -0.90
C  1.23624  1.38589  -1.13096  -0.33
C  0.65354  2.50822  -0.24054  0.11
C  1.13892  2.30222  1.21480  -0.48
N  1.96966  3.40122  1.72169  0.55
C  1.71399  3.98272  2.90142  -0.46
C  2.68570  4.93764  3.09143  -0.71
C  3.51601  4.88107  1.95998  -0.84
C  3.05311  3.91376  1.10812  -0.37
O  2.33513  -0.95274  -2.02350  -0.40
C  3.73678  -0.72957  -1.97662  0.07
C  4.51220  -2.06163  -2.02559  -1.20
H  -0.65160  -4.82447  -1.54662  0.14
H  -1.83023  -4.19017  -0.28960  0.06
H  -1.09383  -1.92563  -1.29858  -0.21
H  1.74305  -3.20233  -1.44205  0.20
H  3.35881  -3.18022  0.46277  -0.47
H  2.16902  -1.79789  3.14978  0.39
H  2.41310  -3.59069  2.96966  0.10
H  4.78456  -3.26788  2.94793  0.33
H  4.65854  -1.77022  2.02732  0.02
H  3.70656  -0.66379  4.07979  0.18
H  4.26184  -2.08356  5.02917  0.15
H  5.91801  -0.19970  3.25818  0.27
H  6.62273  -1.64320  3.98424  0.38
H  6.76543  -0.81548  6.05697  0.39
H  6.87316  0.71810  5.24278  0.33
H  3.26206  1.39014  7.50585  0.31
H  3.54556  2.99108  6.75890  0.33
H  2.39434  1.88799  6.02044  0.21
H  -0.07550  -0.24383  -1.53288  0.46
H  0.10592  0.07036  0.22440  0.22
H  1.12360  1.59844  -2.19230  0.39
H  2.30498  1.33819  -0.88398  -0.06
H  0.85315  3.51187  -0.63269  -0.44
H  -0.43180  2.33875  -0.24535  0.28
H  0.31023  2.11005  1.89638  0.22
H  1.75643  1.39410  1.24632  0.14
H  0.90194  3.75353  3.57066  0.45
H  2.80494  5.58333  3.94728  0.44
H  4.39438  5.49433  1.81155  0.45
H  3.44727  3.61117  0.15348  0.52
H  3.97688  -0.20374  -2.91200  0.46
H  4.05256  -0.06787  -1.16555  0.04
H  4.76956  -2.46855  -1.05091  0.11
H  3.90699  -2.74929  -2.62213  0.24
H  5.41463  -1.88950  -2.63181  0.46
C  -0.87391  7.32927  -3.71178  -0.50
C  0.06771  7.55653  -2.52179  -0.77
C  0.09104  6.26213  -1.70015  -0.56
S  -0.25084  4.92893  -2.85576  1.12
O  -1.50936  4.32605  -2.50200  -0.54
O  0.93761  4.13995  -3.04181  -0.65
C  -0.49063  5.97132  -4.29086  -0.80
H  -0.78442  8.11984  -4.45604  0.37
H  -1.90983  7.30835  -3.36464  0.22
H  1.07235  7.77722  -2.88970  0.32
H  -0.24986  8.40142  -1.91193  0.36
H  1.06031  6.09077  -1.23650  0.30
H  -0.68957  6.25453  -0.94140  0.42
H  -1.25795  5.54192  -4.93149  0.42
H  0.45872  6.02280  -4.82357  0.31
C  -6.62580  2.75258  -3.26779  -0.65
C  -5.17182  2.77969  -2.78761  -0.49
C  -4.63791  4.19386  -3.02363  -0.29
S  -6.04987  5.29412  -2.93871  1.17
O  -6.25660  5.89120  -4.23849  -0.67
O  -5.96791  6.10130  -1.74428  -0.69
C  -7.27657  4.00826  -2.69398  -0.73
H  -7.14051  1.84876  -2.94439  0.31
H  -6.65491  2.78625  -4.36009  0.31
H  -5.13387  2.54504  -1.72267  0.21
H  -4.56440  2.04571  -3.30264  0.32
H  -3.91414  4.47586  -2.26485  0.19
H  -4.19609  4.29423  -4.01345  0.29
H  -8.20268  4.28510  -3.19363  0.42
H  -7.44299  3.91079  -1.62133  0.34
C  0.41810  -8.17951  0.69724  -0.46
C  -0.53901  -8.36588  1.88117  -0.66
C  -1.89136  -7.76865  1.47477  -0.62
S  -1.98619  -7.91225  -0.31341  0.99
O  -1.98608  -6.58876  -0.87642  -0.47
O  -2.98565  -8.89197  -0.66629  -0.74
C  -0.35951  -8.61937  -0.53996  -0.75
H  1.33206  -8.75918  0.82037  0.34
H  0.69542  -7.12612  0.60905  0.23
H  -0.65541  -9.43193  2.09244  0.30
H  -0.15783  -7.89305  2.78526  0.36
H  -2.72598  -8.30630  1.91856  0.37
H  -1.95380  -6.71142  1.72788  0.33
H  0.07030  -8.25737  -1.47133  0.41
H  -0.47184  -9.70331  -0.57372  0.35
C  -3.94243  -2.64244  -0.05105  -0.81
C  -4.07792  -3.34696  -1.40477  -0.24
C  -5.21810  -2.65631  -2.16915  -0.97
S  -5.27048  -0.96529  -1.56646  1.22
O  -6.52151  -0.75431  -0.87594  -0.74
O  -4.82426  -0.06725  -2.60476  -0.64
C  -3.96885  -1.14927  -0.35424  -0.35
H  -3.02564  -2.92775  0.46187  0.34
H  -4.78721  -2.90740  0.59085  0.47
H  -3.14397  -3.24521  -1.96023  0.17
H  -4.27186  -4.41227  -1.28808  0.39
H  -5.04072  -2.64582  -3.24201  0.42
H  -6.18263  -3.11537  -1.95730  0.37
H  -4.18979  -0.53385  0.51528  0.55
H  -3.03642  -0.82479  -0.81714  -0.03

- total charge = -1

Results for strongest force on any atom: 0.07373; 0.06101 (in hartree/bohr, following the order of the records).
Results for HOMO-LUMO gap: 5.80; 6.64 (in eV, following the order of the records).